Below is 14 unconnected molecules or ions with the total composition C66H168N8O22 at a distorted geometry, with properties calculated with ωB97M-V/def2-TZVPD.

Energy above the lowest of the compared OMol25 structures with the same formula, charge and spin ... 0.0 kcal/mol
Net charge ... 0

Last column: Löwdin charge in e.
Cartesian coordinates (Å):
1 C 10.61520 22.80906 12.93757  -0.12
2 O 10.01267 21.54523 13.03563  -0.19
3 C 10.47006 20.79550 14.17489  -0.20
4 C 9.88116 19.40155 14.05949  -0.21
5 N 10.33258 18.52025 15.11929  -0.04
6 C 9.83337 17.08130 14.92182  -0.17
7 C 10.14100 16.23023 16.13553  -0.19
8 O 9.33291 16.75849 17.24480  -0.21
9 C 9.53002 15.97586 18.41018  -0.11
10 H 10.29440 23.27106 11.99164  0.10
11 H 11.71620 22.70476 12.90434  0.08
12 H 10.30266 23.48644 13.71793  0.06
13 H 10.36837 21.35344 15.09181  0.11
14 H 11.55904 20.70284 14.06695  0.10
15 H 10.19880 19.00790 13.08506  0.11
16 H 8.77208 19.48531 14.04421  0.13
17 H 9.84721 18.82444 15.96589  0.08
18 H 10.33786 16.77373 13.98598  0.12
19 H 8.75720 17.03862 14.78606  0.11
20 H 11.19875 16.33607 16.31967  0.12
21 H 9.92791 15.18384 15.98854  0.11
22 H 9.40983 14.89676 18.15847  0.10
23 H 8.78559 16.23727 19.12127  0.07
24 H 10.51470 16.19050 18.80950  0.09
25 C 9.18484 25.09078 15.97180  -0.12
26 O 10.38848 25.63647 15.48402  -0.22
27 C 10.10738 26.52020 14.38952  -0.19
28 C 11.32663 26.65289 13.41662  -0.21
29 N 11.06872 27.61138 12.33655  -0.04
30 C 12.17649 27.57708 11.35716  -0.19
31 C 11.90716 28.61938 10.31019  -0.24
32 O 11.90479 29.79803 11.06681  -0.20
33 C 11.39564 30.85626 10.32365  -0.12
34 H 8.69711 24.40650 15.24312  0.09
35 H 8.41122 25.87747 16.12768  0.10
36 H 9.37049 24.52824 16.89260  0.07
37 H 9.73499 27.48363 14.75896  0.12
38 H 9.31243 26.08639 13.77478  0.12
39 H 11.42364 25.67512 12.91307  0.11
40 H 12.26945 26.86022 13.92142  0.08
41 H 11.04147 28.54856 12.75005  0.11
42 H 12.28666 26.57295 10.97415  0.12
43 H 13.15802 27.78821 11.83510  0.11
44 H 10.92867 28.49543 9.78288  0.13
45 H 12.61365 28.67467 9.51201  0.11
46 H 11.19823 31.69763 10.98094  0.09
47 H 10.44916 30.53216 9.85723  0.09
48 H 12.06385 31.12252 9.49443  0.09
49 C 10.83649 24.23600 19.37265  -0.11
50 O 10.93840 25.46840 20.00056  -0.17
51 C 12.14933 26.14104 19.73165  -0.21
52 C 12.07579 27.53127 20.32568  -0.18
53 N 11.75611 27.41887 21.77446  -0.06
54 C 11.51054 28.65372 22.45836  -0.21
55 C 11.34356 28.45791 23.96709  -0.21
56 O 10.31005 27.50984 24.19193  -0.18
57 C 9.98589 27.42947 25.55872  -0.12
58 H 9.94258 23.70194 19.71642  0.10
59 H 11.69140 23.63160 19.61612  0.05
60 H 10.79078 24.35451 18.28637  0.07
61 H 12.29242 26.32413 18.65981  0.10
62 H 12.96073 25.55635 20.13213  0.12
63 H 11.36183 28.18464 19.77965  0.13
64 H 13.05506 27.99482 20.17030  0.10
65 H 10.96549 26.75573 21.85255  0.13
66 H 10.64197 29.16981 22.10613  0.11
67 H 12.37429 29.25935 22.27183  0.10
68 H 11.08485 29.40063 24.42664  0.11
69 H 12.28234 28.16869 24.42550  0.11
70 H 10.85583 27.11597 26.18490  0.10
71 H 9.17686 26.70233 25.70865  0.09
72 H 9.64928 28.42686 25.94499  0.09
73 C 19.95158 24.11518 16.93548  -0.03
74 O 19.34945 25.25200 16.14870  -0.18
75 C 18.83040 26.20281 17.01702  -0.28
76 C 18.21956 27.33413 16.25684  -0.20
77 N 17.13440 26.85951 15.39696  -0.05
78 C 16.68557 27.82594 14.39286  -0.19
79 C 15.79738 27.11743 13.32887  -0.23
80 O 16.43641 26.11024 12.58676  -0.21
81 C 17.16623 26.59372 11.47982  -0.09
82 H 19.26740 23.83024 17.75087  0.07
83 H 20.89188 24.44414 17.36370  0.08
84 H 20.16692 23.26187 16.26893  0.09
85 H 19.52145 26.57894 17.77266  0.13
86 H 18.02208 25.75963 17.57548  0.09
87 H 19.01091 27.86289 15.69666  0.12
88 H 17.77278 28.06123 16.94590  0.12
89 H 17.46713 26.03477 14.90045  0.10
90 H 17.48318 28.37881 13.84220  0.12
91 H 16.12063 28.63830 14.90767  0.11
92 H 15.27404 27.83193 12.68903  0.11
93 H 15.03013 26.59848 13.91154  0.09
94 H 17.57766 25.67303 11.02375  0.09
95 H 17.91987 27.29576 11.78584  0.08
96 H 16.52755 27.14806 10.73961  0.10
97 C 21.59642 22.66282 24.44088  -0.10
98 O 21.24096 21.60056 23.58377  -0.24
99 C 22.09432 20.46522 23.76445  -0.18
100 C 21.93068 19.48266 22.56158  -0.20
101 N 22.46202 20.07857 21.32040  -0.04
102 C 22.18043 19.15395 20.16976  -0.18
103 C 20.70429 18.89984 19.79641  -0.24
104 O 20.04931 20.12501 19.68201  -0.17
105 C 18.69737 19.88864 19.50011  -0.14
106 H 21.31678 22.44922 25.47875  0.09
107 H 20.99945 23.48109 24.08437  0.08
108 H 22.67678 22.87160 24.42534  0.09
109 H 21.87635 20.02056 24.72397  0.12
110 H 23.14395 20.76622 23.71968  0.12
111 H 20.88304 19.22429 22.47968  0.09
112 H 22.42255 18.58109 22.86359  0.11
113 H 21.86205 20.89127 21.08830  0.11
114 H 22.66371 18.20305 20.45236  0.11
115 H 22.73220 19.56377 19.30869  0.11
116 H 20.13772 18.26484 20.53027  0.13
117 H 20.65386 18.33782 18.85324  0.12
118 H 18.06538 20.77887 19.35928  0.08
119 H 18.34154 19.34498 20.35358  0.07
120 H 18.49337 19.23970 18.62005  0.09
121 C 9.74416 20.03131 18.66930  -0.08
122 O 10.81032 20.18269 17.73674  -0.21
123 C 12.00856 20.57096 18.31011  -0.21
124 C 13.04464 20.84364 17.15360  -0.13
125 N 13.26211 19.62184 16.31094  -0.02
126 C 14.01664 19.77126 15.09072  -0.24
127 C 14.23749 18.45449 14.39784  -0.15
128 O 14.86860 18.60684 13.09020  -0.23
129 C 16.14756 19.14606 13.14257  -0.12
130 H 8.86078 19.77509 18.07292  0.09
131 H 9.57328 20.97395 19.23068  0.08
132 H 9.97891 19.27742 19.42620  0.09
133 H 12.40030 19.72941 18.85667  0.11
134 H 11.92842 21.47026 18.92373  0.10
135 H 14.00600 21.17155 17.57656  0.10
136 H 12.68356 21.67202 16.54326  0.08
137 H 12.34182 19.30143 16.09951  0.05
138 H 15.02490 20.16126 15.35361  0.11
139 H 13.58915 20.44583 14.37306  0.09
140 H 13.34849 17.86918 14.12788  0.13
141 H 14.92135 17.89950 15.01043  0.11
142 H 16.60734 19.05673 12.13307  0.10
143 H 16.73889 18.63335 13.88350  0.09
144 H 16.14866 20.20923 13.42055  0.07
145 C 16.69171 21.76168 17.35671  -0.09
146 O 15.90548 22.08571 18.50712  -0.22
147 C 16.07252 23.41338 18.99204  -0.19
148 C 15.57776 24.44865 17.97724  -0.21
149 N 14.21774 24.12860 17.59433  0.01
150 C 13.69642 24.87485 16.39338  -0.17
151 C 12.99002 23.94254 15.40197  -0.23
152 O 13.86004 22.98403 14.86413  -0.21
153 C 14.91016 23.61357 14.15073  -0.09
154 H 16.32020 22.29684 16.45569  0.09
155 H 16.69572 20.68096 17.22081  0.08
156 H 17.72434 22.11119 17.44821  0.07
157 H 17.12212 23.57019 19.25939  0.11
158 H 15.54808 23.40326 19.91365  0.08
159 H 16.21000 24.65567 17.07851  0.10
160 H 15.61350 25.38096 18.54182  0.09
161 H 14.27079 23.17757 17.25150  0.06
162 H 14.49929 25.45362 15.89871  0.09
163 H 12.90752 25.57714 16.68016  0.08
164 H 12.59068 24.57888 14.61549  0.09
165 H 12.12085 23.40841 15.80022  0.11
166 H 15.56049 22.80418 13.81803  0.08
167 H 15.48524 24.21469 14.84213  0.06
168 H 14.55906 24.17934 13.28506  0.10
169 C 15.98742 17.84773 18.32284  -0.11
170 O 17.06068 17.14447 17.75173  -0.18
171 C 17.71008 16.36077 18.70001  -0.27
172 C 16.96070 15.08845 18.90398  -0.20
173 N 17.52135 14.32143 20.04299  -0.05
174 C 16.61435 13.51422 20.88052  -0.19
175 C 16.00179 12.23632 20.30690  -0.23
176 O 15.12392 12.57544 19.25476  -0.21
177 C 14.66046 11.50366 18.42603  -0.09
178 H 15.38204 17.21751 18.98908  0.09
179 H 15.30242 18.22480 17.53434  0.08
180 H 16.27078 18.71460 18.90408  0.07
181 H 17.75830 16.90859 19.67789  0.13
182 H 18.76478 16.21395 18.42183  0.13
183 H 17.01737 14.55262 17.99513  0.11
184 H 15.93265 15.36002 19.15505  0.11
185 H 18.30454 13.80550 19.71805  0.09
186 H 15.79985 14.20552 21.09402  0.12
187 H 17.13705 13.28271 21.82048  0.12
188 H 15.42852 11.78970 21.11310  0.11
189 H 16.74004 11.50686 20.02518  0.11
190 H 13.84089 11.91042 17.78197  0.10
191 H 14.27115 10.70094 19.05154  0.08
192 H 15.46773 11.13301 17.77744  0.09
193 C 17.45223 21.71151 24.30289  -0.05
194 C 17.75110 21.43700 22.89020  -0.52
195 C 18.07468 22.76976 22.13436  -0.03
196 O 18.77334 20.54150 22.67658  -0.05
197 H 17.18393 20.81869 24.84942  0.08
198 H 16.59160 22.39290 24.24774  0.08
199 H 18.28106 22.18280 24.84106  0.08
200 H 16.87621 21.04225 22.37611  0.12
201 H 18.92889 23.37216 22.49386  0.08
202 H 17.16848 23.40304 22.12020  0.06
203 H 18.29839 22.52507 21.07930  0.07
204 H 19.56769 21.06975 22.87570  0.06
205 C 14.64896 28.22172 17.62257  -0.05
206 C 13.73008 29.22053 16.91784  -0.41
207 C 12.84646 28.53194 15.84735  -0.05
208 O 12.84548 29.92814 17.86982  -0.06
209 H 15.37066 27.77422 16.93132  0.05
210 H 13.96840 27.46283 18.05781  0.06
211 H 15.14032 28.76209 18.42462  0.08
212 H 14.25478 30.04591 16.46060  0.13
213 H 12.21334 29.18664 15.23853  0.09
214 H 12.13892 27.81055 16.24022  0.06
215 H 13.49431 27.95406 15.16882  0.06
216 H 12.36333 29.25879 18.34655  0.03
217 C 18.73848 23.62769 12.87870  -0.04
218 C 18.67117 22.22570 12.26638  -0.48
219 C 17.72754 22.19407 11.10361  -0.06
220 O 19.95875 21.79518 11.78842  -0.04
221 H 19.12312 24.33608 12.12242  0.09
222 H 19.38404 23.59398 13.75002  0.06
223 H 17.75797 24.00022 13.17753  0.06
224 H 18.27934 21.50354 12.96202  0.12
225 H 17.65924 21.18004 10.78558  0.07
226 H 18.01637 22.89242 10.27558  0.11
227 H 16.76774 22.50789 11.43429  0.05
228 H 20.54524 21.52459 12.48814  0.08
229 C 14.02529 20.96891 21.49266  -0.05
230 C 13.62533 22.42415 21.54150  -0.48
231 C 12.32038 22.52536 22.31030  -0.05
232 O 14.65977 23.19434 22.21922  -0.08
233 H 14.95323 20.87924 20.93115  0.06
234 H 13.25335 20.32706 21.04760  0.07
235 H 14.22572 20.61605 22.52383  0.10
236 H 13.52351 22.83093 20.54344  0.10
237 H 12.08027 23.58583 22.51439  0.08
238 H 12.44455 21.99441 23.23923  0.08
239 H 11.44413 22.07348 21.79138  0.08
240 H 14.35640 24.12057 22.37780  0.06
241 C 16.09682 26.52367 21.28079  -0.05
242 C 15.48935 26.74526 22.66111  -0.43
243 C 15.16876 28.25214 22.78308  -0.03
244 O 14.30919 25.95024 22.89914  -0.07
245 H 16.12542 25.46950 21.11065  0.04
246 H 17.13272 26.85696 21.23204  0.09
247 H 15.50574 26.95724 20.44914  0.07
248 H 16.20360 26.40804 23.41559  0.14
249 H 14.15530 28.33456 22.36123  0.05
250 H 15.81034 28.91951 22.23362  0.08
251 H 15.05476 28.59715 23.80462  0.08
252 H 13.55230 26.45147 22.56558  0.05
253 C 12.17442 19.83654 11.12478  -0.06
254 C 13.31158 20.42455 10.38173  -0.48
255 C 13.59206 21.73644 10.91688  -0.08
256 O 14.49444 19.53950 10.50011  -0.06
257 H 11.96504 18.86556 10.73347  0.08
258 H 11.35707 20.53841 11.07271  0.08
259 H 12.46762 19.60759 12.14848  0.07
260 H 13.07634 20.55808 9.31986  0.14
261 H 14.48673 22.05877 10.36271  0.09
262 H 13.91109 21.72195 11.95999  0.08
263 H 12.78928 22.46386 10.78141  0.09
264 H 14.35926 18.94114 11.24920  0.04